Entry 1:
Here is 10 unconnected molecules or ions with the total composition C57H139O39P9 at a distorted geometry from the Open Molecules 2025 dataset. Energies are from the ωB97M-V functional and the def2-TZVPD basis.

The geometry in XYZ format:
```
244
Properties=species:S:1:pos:R:3
C 10.53709 -2.59610 14.79999
C 12.06268 -2.15511 14.71619
O 12.36648 -2.17821 16.07893
C 11.68882 -3.15567 16.65038
O 11.84080 -3.54882 17.76041
O 10.66520 -3.54679 15.87440
H 10.40344 -3.13818 13.86383
H 9.91325 -1.71112 14.92546
H 12.26748 -1.15224 14.34148
H 12.78517 -2.84743 14.28400
C 15.54909 -5.87178 30.43244
C 15.52449 -5.01744 29.13782
O 16.77578 -5.30806 28.56407
P 16.76656 -5.82159 27.04465
O 18.00411 -5.62928 26.30126
O 16.40160 -7.43661 27.24839
C 16.78862 -8.35449 26.22653
C 15.76426 -8.65533 25.14784
O 15.49565 -5.11193 26.45963
C 15.71370 -4.26661 25.25373
C 16.44817 -2.91889 25.47497
H 15.55864 -6.94397 30.23652
H 16.18621 -5.64262 31.28664
H 14.52173 -5.66645 30.73325
H 14.67905 -5.36178 28.54221
H 15.40881 -3.99166 29.48783
H 17.79712 -8.04056 25.95730
H 16.98352 -9.31244 26.70866
H 15.98474 -8.97059 24.12800
H 15.09140 -9.39902 25.57479
H 15.10243 -7.81263 24.94801
H 16.15198 -4.91486 24.49493
H 14.71797 -3.92582 24.97004
H 17.14730 -2.67473 24.67515
H 15.89573 -1.98341 25.38681
H 17.05247 -2.86908 26.38075
C 14.97912 -8.52299 1.35912
C 14.32855 -7.15521 1.67919
O 14.46805 -6.68602 3.03578
P 13.82459 -7.68670 4.16480
O 14.61706 -8.92393 4.57748
O 13.62215 -6.58952 5.43714
C 14.64255 -6.49858 6.48442
C 15.96904 -5.86980 5.89183
O 12.28425 -7.93281 3.74904
C 11.69120 -9.12276 4.23114
C 10.21605 -8.75548 4.45778
H 14.88560 -8.58404 0.27485
H 16.02994 -8.25222 1.46184
H 14.78305 -9.40221 1.97281
H 14.64076 -6.34128 1.02486
H 13.26179 -7.10103 1.46192
H 14.22217 -5.93232 7.31553
H 14.91239 -7.34859 7.11114
H 15.66159 -5.19233 5.09520
H 16.64105 -5.34799 6.57317
H 16.65662 -6.63859 5.53926
H 11.82018 -9.96400 3.55013
H 12.00727 -9.25744 5.26558
H 9.76903 -8.41374 3.52425
H 9.81464 -9.67625 4.88102
H 10.06291 -7.97229 5.20025
C 10.81642 -15.73355 18.98593
C 11.62741 -14.54807 19.68558
O 11.91523 -13.45287 18.87026
P 12.59743 -13.66965 17.41173
O 11.76198 -13.91216 16.20657
O 13.43645 -12.23175 17.38541
C 14.41465 -11.90821 16.40424
C 13.92374 -10.74150 15.62520
O 13.80381 -14.67149 17.77347
C 14.37162 -15.59058 16.86964
C 15.67044 -16.20486 17.27925
H 10.80867 -16.39860 19.84949
H 9.79751 -15.43849 18.73517
H 11.33891 -16.23022 18.16838
H 11.18920 -14.27354 20.64512
H 12.63151 -14.93963 19.84856
H 15.33817 -11.54585 16.85578
H 14.74603 -12.77813 15.83722
H 13.02886 -10.97332 15.04765
H 13.61336 -10.09405 16.44530
H 14.66212 -10.26913 14.97731
H 13.80828 -16.48898 16.61740
H 14.73695 -15.00266 16.02764
H 15.56952 -17.06232 17.94460
H 16.25786 -16.56275 16.43370
H 16.37947 -15.59425 17.83831
C 9.59257 -2.99837 2.10183
C 10.33749 -2.14296 3.10763
O 11.53225 -1.65879 2.53097
P 12.06282 -0.15115 2.59856
O 11.17217 0.90792 2.18605
O 13.34925 -0.18243 1.69909
C 14.10567 1.03499 1.55839
C 14.21070 1.42410 0.09189
O 12.87238 -0.02256 3.99116
C 12.38770 -0.29412 5.20535
C 13.20957 0.40074 6.31543
H 9.34224 -2.35117 1.26125
H 10.23118 -3.66803 1.52577
H 8.60994 -3.36269 2.40150
H 9.76381 -1.30441 3.50236
H 10.50184 -2.67703 4.04349
H 13.70157 1.85866 2.14691
H 15.07613 0.99715 2.05323
H 13.24880 1.70146 -0.33931
H 14.88235 2.24980 -0.14306
H 14.62187 0.49776 -0.30927
H 11.38337 0.11626 5.31035
H 12.36661 -1.38392 5.20494
H 13.87259 -0.42056 6.58738
H 13.75184 1.22668 5.85515
H 12.59809 0.83535 7.10621
C 6.56416 -0.19083 23.85216
C 6.95384 -0.17530 25.32445
O 5.97747 -0.84610 26.09445
P 6.06652 -0.54574 27.66860
O 7.45442 -0.52375 28.19524
O 5.12537 0.75582 27.89870
C 5.65015 1.91267 28.56867
C 5.55730 1.62819 30.05210
O 5.12074 -1.73604 28.25805
C 3.86987 -1.97918 27.64775
C 2.76425 -1.72733 28.71751
H 6.90611 -1.17852 23.54290
H 5.48643 -0.08579 23.72739
H 7.11235 0.51521 23.22839
H 7.95276 -0.59867 25.42936
H 6.71639 0.86835 25.53065
H 6.58482 2.27768 28.14293
H 5.05737 2.79194 28.31647
H 4.54509 1.78209 30.42604
H 5.68589 0.55828 30.21598
H 6.22859 2.20313 30.69000
H 3.65518 -1.45981 26.71380
H 3.80892 -3.04133 27.41067
H 1.71326 -1.89464 28.48189
H 2.89433 -2.18400 29.69866
H 2.62402 -0.64903 28.79296
C 4.27569 -4.90893 11.26445
C 4.18826 -4.56255 9.78342
O 3.52968 -3.29129 9.70685
P 4.20288 -2.00860 9.00433
O 5.63704 -1.82512 9.14543
O 3.76106 -2.45113 7.46509
C 2.42165 -2.78225 7.00190
C 2.29870 -2.79901 5.51689
O 3.21112 -0.74038 9.36348
C 3.67390 0.50114 8.91262
C 2.48775 1.39424 8.35091
H 4.61756 -4.10469 11.91592
H 3.22919 -5.05859 11.53007
H 4.69773 -5.87176 11.55245
H 5.19550 -4.51813 9.36914
H 3.72055 -5.31031 9.14296
H 2.24464 -3.82780 7.25411
H 1.70121 -2.13803 7.50594
H 2.45937 -1.86608 4.97658
H 2.81476 -3.65258 5.07736
H 1.25096 -3.04000 5.33731
H 4.12383 0.94881 9.79877
H 4.48323 0.33674 8.20124
H 1.83264 1.04585 7.55244
H 1.87026 1.74507 9.17779
H 2.98372 2.31954 8.05776
C 0.02645 -7.66282 18.59019
C 0.47512 -7.70958 20.17784
O 1.77207 -8.11998 20.18676
P 2.95106 -6.97972 20.60395
O 2.85026 -6.34395 21.94756
O 4.45752 -7.59094 20.24216
C 5.58657 -6.79783 20.32069
C 6.06097 -6.51103 21.73555
O 2.78793 -5.97887 19.32555
C 2.23701 -4.67179 19.49237
C 2.64084 -3.91608 18.20331
H -1.01739 -7.34896 18.59281
H 0.40953 -6.83031 18.00004
H 0.15677 -8.61133 18.06920
H 0.31295 -6.73407 20.63633
H -0.26632 -8.34747 20.65897
H 6.40891 -7.29449 19.80573
H 5.44686 -5.86251 19.77869
H 7.09219 -6.16731 21.81636
H 5.37197 -5.73997 22.08030
H 5.89576 -7.33707 22.42726
H 1.17439 -4.67025 19.73512
H 2.84048 -4.14712 20.23307
H 2.36460 -2.86325 18.26116
H 3.71645 -3.77867 18.09250
H 2.20160 -4.45426 17.36335
C 18.93497 5.05441 19.98256
C 18.12651 5.83188 18.99764
O 17.18433 4.99438 18.30527
P 17.50194 4.59698 16.71570
O 16.40458 3.91158 15.95984
O 19.00769 3.84857 16.68059
C 18.97980 2.43110 16.63024
C 19.36087 2.03276 15.20329
O 17.86552 6.05770 16.05769
C 18.44151 6.13815 14.65850
C 17.25244 6.63705 13.99887
H 19.66559 5.73687 20.41676
H 18.34997 4.87368 20.88435
H 19.36434 4.18600 19.48295
H 17.38677 6.36271 19.59692
H 18.72889 6.58341 18.48732
H 19.74578 2.23182 17.37969
H 18.04898 1.96944 16.95969
H 20.26218 2.50060 14.80723
H 19.35586 0.94993 15.32801
H 18.43028 2.30242 14.70390
H 19.22199 6.89543 14.58452
H 18.63033 5.09035 14.42492
H 16.50886 7.23358 14.52740
H 17.50579 7.23233 13.12164
H 16.66852 5.80152 13.61285
C 11.15239 9.13510 9.29211
C 10.16712 8.82582 10.41230
O 9.87282 9.96380 11.16339
P 8.74730 9.83112 12.34243
O 7.35153 9.39375 12.07810
O 9.56187 8.91597 13.49217
C 9.51018 7.45891 13.32211
C 9.18185 6.76257 14.54512
O 8.69787 11.40820 12.99652
C 9.82244 11.79856 13.77825
C 9.70808 13.23749 14.50843
H 11.20974 8.27433 8.62586
H 11.04171 9.91704 8.54083
H 12.16074 9.29643 9.67331
H 9.28696 8.34506 9.98536
H 10.60901 8.03505 11.01854
H 8.82343 7.16787 12.52727
H 10.45487 7.21006 12.83864
H 8.55358 5.87458 14.47546
H 10.02077 6.38036 15.12668
H 8.53061 7.40871 15.13375
H 9.71541 11.02159 14.53520
H 10.80973 11.58923 13.36650
H 9.00935 13.96175 14.08969
H 9.30935 13.02779 15.50097
H 10.63484 13.78998 14.66329
```

As for the multiplicity: 1. The value obtained for the orbital gap is 0.3934 Eh. For the max |F|, the calculation gives 5.2 eV Å⁻¹. As for the energy: -224827.4752 eV. The calculation puts the molar mass at 1727.47 g/mol. As for the LUMO energy: 0.40 eV. The calculation puts the HOMO energy at -10.30 eV.

---

Entry 2:
Here is C3H7NO4 in the gas phase at a distorted geometry from the Open Molecules 2025 dataset. Energies are from the ωB97M-V functional and the def2-TZVPD basis.

The geometry in XYZ format:
```
15
Properties=species:S:1:pos:R:3
C -1.30428 -0.29301 -0.00772
C 1.02268 0.80503 -0.23590
C 0.30353 -0.44628 0.17344
N 2.45630 0.76556 0.26680
O -1.89456 -0.02608 1.23179
O -1.66822 0.74090 -0.87394
O -1.83061 -1.48466 -0.53485
O 0.78929 -1.48721 0.60342
H -1.54052 -0.65697 1.88185
H -2.63597 0.65608 -0.90052
H -1.15639 -2.17168 -0.39148
H 2.79611 -0.19802 0.31573
H 3.06560 1.23896 -0.39941
H 0.55602 1.69135 0.19749
H 1.04102 0.86602 -1.32671
```

As for the multiplicity: 1. The value obtained for the orbital gap is 0.3829 Eh. For the max |F|, the calculation gives 3.0 eV Å⁻¹. As for the energy: -12904.1378 eV. The calculation puts the molar mass at 121.09 g/mol. As for the LUMO energy: 0.58 eV. The calculation puts the HOMO energy at -9.84 eV.

---

Entry 3:
Here is a molecular structure, C15H25AlF13N2 at a distorted geometry from the Open Molecules 2025 dataset. Energies are from the ωB97M-V functional and the def2-TZVPD basis.

The geometry in XYZ format:
```
56
Properties=species:S:1:pos:R:3
N -5.94307 1.23558 -2.30295
C -5.40697 -0.13358 -2.57012
Al -3.56106 -0.17602 -3.49075
C -2.58021 -1.80119 -2.72322
C -1.19198 -2.09315 -3.33348
C -0.03638 -1.47752 -2.56848
F -0.22816 -1.69294 -1.26366
F 0.03656 -0.18092 -2.83208
C 1.30277 -2.20610 -2.92473
F 1.26417 -2.69783 -4.14844
F 1.43561 -3.24281 -2.12304
C 2.58263 -1.34345 -2.87721
F 2.52625 -0.33382 -3.69716
F 3.58309 -2.12038 -3.32566
C 3.02106 -0.88445 -1.48190
F 2.02904 -0.33232 -0.82333
F 3.39730 -1.93954 -0.77027
C 4.19268 0.12516 -1.46519
F 3.72191 1.34339 -1.68498
F 5.11271 -0.11721 -2.39040
C 4.93344 0.18638 -0.10518
F 4.10542 0.25070 0.90158
F 5.67294 1.26359 -0.09140
F 5.73164 -0.83507 0.04922
H -5.89664 1.81355 -3.12938
H -5.40713 1.64199 -1.55170
H -6.14125 -0.76790 -3.07127
H -5.24480 -0.59876 -1.59174
H -3.82279 -0.48199 -5.05691
H -2.77561 1.20134 -3.21046
H -3.20470 -2.66119 -2.96372
H -2.57731 -1.73042 -1.63545
H -1.16297 -1.71581 -4.35512
H -1.06521 -3.17054 -3.39816
C -1.14526 0.90560 5.70078
C -1.13480 1.08459 4.18915
N -0.06088 1.93936 3.72137
C -0.21338 2.35059 2.33321
C -0.15786 1.26839 1.25125
C 1.27806 1.54329 4.11792
C 1.75802 0.13926 3.72763
H -1.16097 1.87181 6.20803
H -2.03669 0.35176 5.99979
H -0.27943 0.34250 6.05323
H -2.08400 1.54480 3.90274
H -1.11488 0.09169 3.71462
H 0.53747 3.11405 2.10883
H -1.17498 2.86711 2.24697
H 0.85709 0.90913 1.08908
H -0.50302 1.68102 0.30123
H -0.79643 0.41576 1.48306
H 1.34999 1.63365 5.20634
H 1.98809 2.28180 3.73635
H 1.00522 -0.62525 3.92455
H 2.64476 -0.11933 4.31199
H 2.04087 0.08163 2.67861
```

As for the multiplicity: 1. The value obtained for the orbital gap is 0.2249 Eh. As for the net charge: -1. For the max |F|, the calculation gives 2.7 eV Å⁻¹. As for the energy: -60865.6840 eV. The calculation puts the molar mass at 507.33 g/mol. As for the LUMO energy: 2.50 eV. The calculation puts the HOMO energy at -3.62 eV.